## i
ORCA calculation (wB97M-V/def2-TZVPD) on one molecule with the formula CN2O2S.

```
6
Properties=species:S:1:pos:R:3:lowdin_charge:R:1
S -1.8879 -0.0052 -0.0519 0.84
C -0.3458 0.0030 0.1218 -0.94
O 0.5168 -1.0620 0.0947 0.01
N 1.6985 -0.6083 -0.1140 0.01
N 1.7764 0.5880 -0.0459 0.09
O 0.4779 1.0880 0.0576 -0.01
```

Calculated values
- Net charge: 0
- LUMO level: 0.02 eV
- Spin multiplicity: 1
- Highest occupied orbital energy: -10.008 eV
- Frontier orbital gap: 0.36864 hartree
- SMILES string: S=c1onno1

=====

## ii
ORCA calculation (wB97M-V/def2-TZVPD) on one molecule with the formula CN2O2S.

```
6
Properties=species:S:1:pos:R:3:lowdin_charge:R:1
S -1.9846 -0.0148 -0.0691 0.68
C -0.2989 0.0749 0.0974 -0.86
O 0.5472 1.0792 0.1289 0.03
N 1.8200 0.5320 -0.1196 0.09
N 1.7743 -0.6213 -0.1372 0.07
O 0.5011 -1.0278 0.1610 -0.01
```

Calculated values
- Net charge: 0
- LUMO level: -0.13 eV
- Spin multiplicity: 1
- Highest occupied orbital energy: -9.703 eV
- Frontier orbital gap: 0.35165 hartree
- SMILES string: S=c1onno1

=====

Stability, descending: i, ii

=====

## i
ORCA calculation (wB97M-V/def2-TZVPD) on one molecule with the formula C14H19N3O3.

```
39
Properties=species:S:1:pos:R:3:lowdin_charge:R:1
N 4.7364 1.8604 0.7102 0.17
C 4.6041 1.3411 -0.5263 -0.55
O 5.0707 1.8441 -1.5228 0.05
C 3.8445 0.0140 -0.5381 -0.12
N 2.8607 -0.0279 0.5294 -0.19
C 1.6772 0.7788 0.2445 -0.15
C 0.7033 0.1026 -0.7349 -0.15
N 0.3203 -1.2408 -0.3290 -0.17
C -0.6768 -1.2721 0.7285 -0.16
C -1.9868 -0.7182 0.2303 -0.23
C -2.5143 -1.1896 -0.9631 -0.04
C -3.7194 -0.7181 -1.4740 0.02
C -4.3765 0.2395 -0.7400 -0.21
C -3.8535 0.7195 0.4601 -0.20
C -2.6613 0.2605 0.9638 0.05
O -4.7002 1.6638 0.9811 0.03
C -5.7753 1.7608 0.0717 -0.16
O -5.5664 0.8696 -1.0017 0.03
C 1.5061 -2.0363 -0.0641 -0.17
C 2.4623 -1.3682 0.9362 -0.16
H 5.1930 2.7471 0.8374 0.11
H 4.2480 1.4202 1.4722 0.09
H 4.5846 -0.7728 -0.3638 0.13
H 3.4347 -0.1310 -1.5467 0.12
H 1.9988 1.7402 -0.1598 0.12
H 1.1714 0.9610 1.1984 0.12
H -0.1998 0.7064 -0.8375 0.12
H 1.1706 0.0226 -1.7211 0.12
H -0.3741 -0.7269 1.6366 0.11
H -0.8196 -2.3225 1.0045 0.13
H -1.9593 -1.9352 -1.5093 0.11
H -4.1253 -1.0850 -2.4015 0.12
H -2.2696 0.6447 1.8916 0.12
H -6.7164 1.5058 0.5855 0.14
H -5.8412 2.7918 -0.3121 0.14
H 1.2015 -3.0177 0.3053 0.12
H 2.0224 -2.1769 -1.0194 0.12
H 3.3579 -1.9785 1.0691 0.12
H 1.9672 -1.2768 1.9090 0.12
```

Calculated values
- Net charge: 0
- LUMO level: 0.73 eV
- Spin multiplicity: 1
- Highest occupied orbital energy: -7.956 eV
- Frontier orbital gap: 0.31907 hartree
- SMILES string: NC(=O)CN1CCN(Cc2ccc3c(c2)OCO3)CC1

=====

## ii
ORCA calculation (wB97M-V/def2-TZVPD) on one molecule with the formula C14H19N3O3.

```
39
Properties=species:S:1:pos:R:3:lowdin_charge:R:1
O 0.4342 1.7444 3.2731 0.08
C 1.0815 1.1344 2.4369 -0.39
C 1.6728 -0.1691 2.8000 -0.17
C 1.8685 -0.6354 4.0752 0.01
C 2.3718 -1.9475 3.9495 -0.05
C 2.4349 -2.1948 2.6123 -0.11
O 2.0181 -1.1317 1.9082 0.02
N 1.2843 1.6424 1.1974 -0.03
C 2.0615 1.0793 0.1263 -0.12
C 1.1160 0.4722 -0.9266 -0.13
N -0.0572 1.3145 -1.0859 -0.04
C -1.3371 0.8255 -0.8797 -0.49
O -2.2151 1.5053 -0.3843 0.07
N -1.5500 -0.4648 -1.2905 -0.04
C -0.9524 -1.0420 -2.4855 -0.17
C -2.1405 -1.5994 -3.2696 -0.16
C -3.0598 -2.0820 -2.1516 -0.17
C -2.8984 -0.9950 -1.0927 -0.14
C 0.1570 2.6942 -0.6940 -0.13
C 0.5059 2.8028 0.7977 -0.10
H 1.6722 -0.0901 4.9745 0.12
H 2.6434 -2.6144 4.7414 0.10
H 2.7465 -3.0565 2.0549 0.12
H 2.6563 1.8854 -0.3179 0.13
H 2.7455 0.3183 0.4938 0.12
H 0.7986 -0.5162 -0.5912 0.12
H 1.6519 0.3711 -1.8796 0.12
H -0.2711 -1.8575 -2.2122 0.12
H -0.3976 -0.2881 -3.0443 0.12
H -2.6234 -0.8002 -3.8331 0.12
H -1.8488 -2.3908 -3.9570 0.11
H -2.7088 -3.0411 -1.7687 0.11
H -4.0941 -2.1906 -2.4697 0.11
H -3.6265 -0.1873 -1.2224 0.12
H -2.9965 -1.3766 -0.0736 0.12
H -0.7630 3.2447 -0.8904 0.13
H 0.9562 3.1005 -1.3207 0.12
H 1.0655 3.7247 0.9950 0.13
H -0.4022 2.8115 1.4048 0.12
```

Calculated values
- Net charge: 0
- LUMO level: 0.64 eV
- Spin multiplicity: 1
- Highest occupied orbital energy: -8.839 eV
- Frontier orbital gap: 0.34822 hartree
- SMILES string: O=C(c1ccco1)N1CCN(C(=O)N2CCCC2)CC1

=====

Stability, descending: ii, i

=====

## i
ORCA calculation (wB97M-V/def2-TZVPD) on one molecule with the formula C4H5FS.

```
11
Properties=species:S:1:pos:R:3:lowdin_charge:R:1
C -2.5121 -0.0756 -0.2094 0.15
C -1.3908 0.2875 0.1014 -0.18
C -0.0179 0.2686 0.4929 -0.66
S 0.8153 1.6798 -0.2636 0.75
C 0.8662 -0.8220 -0.1943 -0.34
F 2.1892 -0.6809 -0.1217 -0.08
H -3.3943 -0.1165 -0.7675 0.02
H 0.0981 0.3839 1.4844 0.06
H 1.9505 1.7834 0.7705 0.00
H 0.5808 -0.8177 -1.3879 0.16
H 0.8151 -1.8906 0.0951 0.12
```

Calculated values
- Net charge: 0
- LUMO level: 0.50 eV
- Spin multiplicity: 1
- Highest occupied orbital energy: -9.272 eV
- Frontier orbital gap: 0.35929 hartree
- SMILES string: C#C[C@H](S)CF

=====

## ii
ORCA calculation (wB97M-V/def2-TZVPD) on one molecule with the formula C4H5FS.

```
11
Properties=species:S:1:pos:R:3:lowdin_charge:R:1
C -1.4189 -2.3018 -0.1772 0.14
C -0.4498 -1.6012 -0.2883 -0.07
C 0.7194 -0.7013 -0.3883 -0.37
F 0.5724 0.0639 -1.6269 -0.08
C 0.8631 0.2585 0.7885 -0.49
S -0.3448 1.6715 0.8590 0.69
H -2.3193 -2.7637 -0.3245 0.01
H 1.7013 -1.2202 -0.5015 0.15
H 1.8394 0.7121 0.5635 0.07
H 0.8167 -0.2057 1.8274 0.10
H 0.0449 2.2338 -0.2754 -0.16
```

Calculated values
- Net charge: 0
- LUMO level: 0.80 eV
- Spin multiplicity: 1
- Highest occupied orbital energy: -9.332 eV
- Frontier orbital gap: 0.37254 hartree
- SMILES string: C#C[C@@H](F)CS

=====

Stability, descending: ii, i

=====

## i
ORCA calculation (wB97M-V/def2-TZVPD) on one molecule with the formula C18H26N2O2.

```
48
Properties=species:S:1:pos:R:3:lowdin_charge:R:1
C -6.4773 -2.7044 0.2213 -0.12
C -6.0140 -1.2890 0.5429 -0.28
C -4.5633 -1.0625 0.1260 -0.21
C -4.1009 0.3592 0.4447 -0.18
N -2.7230 0.5701 0.0636 0.08
C -2.3618 1.3677 -0.9616 -0.48
O -3.1444 2.0514 -1.5870 0.07
C -0.8583 1.3885 -1.2504 -0.18
C -0.2597 -0.0156 -1.3644 -0.03
C 0.2866 -0.3113 0.0251 -0.49
O 0.5826 -1.3959 0.4744 0.08
N 0.3439 0.8606 0.6987 -0.07
C 0.9897 0.9954 1.9777 -0.13
C 2.4360 1.5060 1.8464 -0.12
C 3.2147 0.5885 0.9463 -0.25
C 3.6956 -0.6235 1.4255 -0.03
C 4.3405 -1.5078 0.5851 -0.04
C 4.5224 -1.2106 -0.7608 -0.28
C 5.1983 -2.1917 -1.6693 -0.05
C 4.0497 0.0033 -1.2363 -0.04
C 3.4037 0.8908 -0.3938 -0.05
C -0.0877 2.0042 -0.0693 -0.09
H -7.5107 -2.8470 0.5277 0.07
H -5.8612 -3.4356 0.7401 0.07
H -6.4068 -2.8946 -0.8473 0.07
H -6.6522 -0.5703 0.0252 0.11
H -6.1134 -1.1089 1.6158 0.11
H -3.9185 -1.7769 0.6449 0.12
H -4.4608 -1.2360 -0.9473 0.12
H -4.6950 1.0864 -0.1131 0.12
H -4.2113 0.5567 1.5166 0.13
H -2.0336 -0.0168 0.5069 0.13
H -0.7252 1.9755 -2.1603 0.15
H -0.9743 -0.7728 -1.6842 0.13
H 0.5829 -0.0340 -2.0587 0.13
H 0.9983 -0.0018 2.4255 0.13
H 0.4026 1.6735 2.6056 0.13
H 2.4314 2.5212 1.4448 0.11
H 2.8802 1.5327 2.8428 0.12
H 3.5573 -0.8771 2.4667 0.12
H 4.7034 -2.4484 0.9738 0.11
H 4.5328 -3.0317 -1.8691 0.08
H 5.4618 -1.7297 -2.6177 0.07
H 6.1014 -2.5854 -1.2064 0.08
H 4.1834 0.2589 -2.2785 0.11
H 3.0491 1.8336 -0.7887 0.11
H -0.7186 2.6570 0.5425 0.14
H 0.7693 2.5890 -0.4243 0.12
```

Calculated values
- Net charge: 0
- LUMO level: 0.75 eV
- Spin multiplicity: 1
- Highest occupied orbital energy: -8.819 eV
- Frontier orbital gap: 0.35157 hartree
- SMILES string: CCCCNC(=O)[C@@H]1CC(=O)N(CCc2ccc(C)cc2)C1

=====

## ii
ORCA calculation (wB97M-V/def2-TZVPD) on one molecule with the formula C18H26N2O2.

```
48
Properties=species:S:1:pos:R:3:lowdin_charge:R:1
C 2.8211 -2.1726 -1.8663 -0.01
C 1.4901 -2.3065 -2.4996 -0.28
N 1.1616 -3.3206 -3.2497 0.11
O -0.1183 -3.1331 -3.6628 0.01
C -0.5936 -1.9895 -3.1472 -0.25
C -1.9762 -1.5880 -3.5103 0.00
C 0.3845 -1.4041 -2.3810 -0.03
C 0.3906 -0.1128 -1.6541 -0.43
O 1.3853 0.5829 -1.5967 0.07
N -0.8066 0.1843 -1.0936 0.11
C -1.1483 1.3586 -0.2960 -0.28
C -0.7045 2.6219 -1.0303 -0.03
C -0.6517 1.2563 1.1762 -0.38
C -0.8850 -0.1725 1.6889 -0.09
C -0.4687 -0.2906 3.1540 -0.29
C 1.0156 0.0435 3.2833 -0.12
C 1.2513 1.4711 2.7959 -0.29
C 0.4348 2.4415 3.6472 -0.12
C -1.0477 2.1009 3.5125 -0.29
C -1.2901 0.6758 4.0038 -0.12
C -1.4711 2.2174 2.0484 -0.09
C 0.8322 1.6008 1.3316 -0.09
H 3.5310 -2.8327 -2.3552 0.08
H 3.1494 -1.1381 -1.9335 0.08
H 2.7573 -2.4401 -0.8117 0.09
H -2.0697 -0.5051 -3.4970 0.09
H -2.2081 -1.9632 -4.5044 0.09
H -2.6979 -2.0172 -2.8140 0.09
H -1.5040 -0.5407 -1.1177 0.13
H -2.2461 1.3584 -0.2529 0.15
H -0.9571 3.5071 -0.4552 0.08
H 0.3646 2.5985 -1.2111 0.07
H -1.2131 2.6786 -1.9908 0.08
H -1.9422 -0.4350 1.5837 0.13
H -0.2984 -0.8791 1.0973 0.12
H -0.6452 -1.3178 3.4947 0.14
H 1.3306 -0.0538 4.3248 0.12
H 1.6075 -0.6549 2.6872 0.12
H 2.3157 1.7148 2.8842 0.14
H 0.7388 2.3693 4.6940 0.12
H 0.6130 3.4674 3.3169 0.12
H -1.6410 2.8003 4.1131 0.14
H -2.3522 0.4297 3.9283 0.12
H -1.0002 0.5881 5.0531 0.12
H -1.3241 3.2453 1.7126 0.12
H -2.5359 1.9852 1.9578 0.13
H 1.0109 2.6248 1.0025 0.13
H 1.4373 0.9425 0.7090 0.12
```

Calculated values
- Net charge: 0
- LUMO level: 0.47 eV
- Spin multiplicity: 1
- Highest occupied orbital energy: -9.535 eV
- Frontier orbital gap: 0.36771 hartree
- SMILES string: Cc1noc(C)c1C(=O)N[C@H](C)[C@]12C[C@H]3C[C@H](C[C@H](C3)C1)C2

=====

Stability, descending: i, ii